Molecular formula: C8H8F3N
Method: DFT, ωB97M-V/def2-TZVPD

Geometry as XYZ:
```
20
Properties=species:S:1:pos:R:3
C -2.8282 -0.7082 -0.1084
C -2.1740 0.3046 -0.8542
C -2.0291 -1.3267 0.8061
C -0.8416 0.4468 -0.8561
C -0.6734 -1.2128 0.8097
C -0.0616 -0.2878 -0.0014
C 2.3911 -0.0997 -0.8007
C 1.3424 0.1420 0.2968
N 1.3401 1.8207 0.4770
F 2.3708 -1.3768 -1.2915
F 3.6413 0.1358 -0.2185
F 1.8298 -0.4285 1.4722
H -3.9730 -0.7116 -0.1704
H -2.8214 0.9968 -1.4662
H -2.5248 -2.1787 1.4287
H -0.4852 1.2411 -1.5385
H -0.1342 -1.7456 1.6193
H 2.2714 0.5652 -1.5891
H 2.3174 2.1761 0.5755
H 1.0420 2.2473 1.4097
```

spin multiplicity	3
expectation value of S²	2.03
E_tot	-18062.6603	eV
orbital gap (spin up / spin down)	6.221 / 6.666	eV
LUMO level (spin up / spin down)	0.88 / -3.13	eV

***

Molecular formula: C8H8N2O2S
Method: DFT, ωB97M-V/def2-TZVPD

Geometry as XYZ:
```
21
Properties=species:S:1:pos:R:3
C -0.7129 -2.7489 -0.0640
C -2.0105 -2.5826 -0.4684
C 0.1026 -1.6118 0.2515
C -2.6372 -1.3702 -0.5218
C -0.5253 -0.4049 0.1286
C -1.8432 -0.2700 -0.1999
C 0.0242 1.0007 0.4692
C 1.4725 2.7893 -0.6101
N 1.5775 0.4817 -1.2247
N 1.1337 1.3384 -0.5446
O -3.6492 1.5688 0.5102
O -0.9380 1.9833 0.4468
S -2.4826 1.4952 -0.3201
H -0.2436 -3.6892 0.0169
H -2.4152 -3.5496 -0.7116
H 1.1667 -1.8028 0.4105
H -3.6382 -1.2846 -1.0277
H 0.2239 1.0372 1.5607
H 2.1774 2.8997 0.1566
H 0.7465 3.6072 -0.4933
H 1.9747 2.8478 -1.5089
```

spin multiplicity	3
expectation value of S²	2.01
E_tot	-26329.8620	eV
orbital gap (spin up / spin down)	6.495 / 9.626	eV
LUMO level (spin up / spin down)	0.30 / -0.18	eV

***

Molecular formula: C8H8N2O3
Method: DFT, ωB97M-V/def2-TZVPD

Geometry as XYZ:
```
21
Properties=species:S:1:pos:R:3
C 3.7022 -0.8300 0.0632
C 2.4469 -1.4284 -0.0815
C 3.5481 0.4606 -0.2463
C 1.6018 -0.4051 -0.3099
C 0.1724 -0.2580 -0.3301
C -2.9278 -0.8066 -0.1009
C -2.7001 0.6854 0.1429
C -2.9175 1.5441 -0.8239
N -0.4566 -1.3538 -0.0423
N -1.7805 -1.5676 0.0681
O -3.9988 -1.3748 -0.3203
O 2.2533 0.7729 -0.5026
O -2.0252 1.0659 1.2409
H 4.6438 -1.1229 0.2852
H 2.0896 -2.4124 -0.0043
H 4.2978 1.2801 -0.3015
H -3.2548 0.9929 -1.6926
H -0.0892 0.7413 -0.6785
H -2.8147 2.5918 -0.7211
H -1.9233 -2.5148 0.1696
H -2.1363 0.5230 2.0495
```

spin multiplicity	1
E_tot	-17544.9571	eV
orbital gap	8.286	eV
LUMO level	0.12	eV
SMILES string	C=C(O)C(=O)N/N=C/c1ccco1

***

Molecular formula: C8H8N2O3S
Method: DFT, ωB97M-V/def2-TZVPD

Geometry as XYZ:
```
22
Properties=species:S:1:pos:R:3
C 0.1269 -1.9813 1.5720
C 2.2099 -0.1293 0.7304
C 0.8744 0.1560 0.5262
C 1.8176 1.7773 -0.7259
C -0.2600 -0.6597 0.9954
C -2.2907 -1.9594 1.0536
C 1.8973 2.9899 -1.5671
C -1.7114 -0.6411 0.4625
N 0.7425 1.2467 -0.2577
N -1.8602 -0.6493 -1.0356
O -3.5496 -2.2164 0.8618
O 0.9827 -2.7000 1.9083
O -1.5255 -2.7536 1.6094
S 3.2771 0.9523 -0.0595
H 2.5377 -1.0233 1.2763
H 2.5937 3.8610 -1.3129
H 2.2761 2.5589 -2.5189
H 0.8778 3.3538 -1.7568
H -2.2182 0.1948 0.8808
H -3.8453 -1.8291 0.0272
H -0.9790 -0.8994 -1.4608
H -1.9736 0.3513 -1.2084
```

spin multiplicity	3
expectation value of S²	2.03
E_tot	-28378.9864	eV
orbital gap (spin up / spin down)	4.587 / 7.523	eV
LUMO level (spin up / spin down)	0.19 / -1.51	eV

***

Molecular formula: C8H8N2S
Method: DFT, ωB97M-V/def2-TZVPD

Geometry as XYZ:
```
19
Properties=species:S:1:pos:R:3
C 2.8090 -0.6686 0.3660
C 1.4166 -0.3154 0.1951
C -0.6190 -0.7033 -0.1292
C -1.8628 -1.2821 -0.0750
C -2.9796 -0.4322 -0.1290
C -2.7476 0.9576 -0.1282
C -1.4933 1.4978 0.1252
C -0.5086 0.6169 0.0935
H 3.6237 0.0254 -1.4894
H 3.1745 -0.8719 1.4643
H 3.0112 -1.6130 -0.0616
H -1.9425 -2.4288 0.0231
H -3.9433 -0.9878 -0.3565
H -3.6516 1.6900 -0.1596
H -1.3842 2.5201 -0.0999
H 1.4403 1.9556 0.3276
N 0.5620 -1.3168 -0.0057
N 0.9180 0.9659 0.2738
S 4.1774 0.3908 -0.2344
```

spin multiplicity	1
E_tot	-22239.5756	eV
orbital gap	8.986	eV
LUMO level	0.59	eV
SMILES string	SCc1nc2ccccc2[nH]1

***

Molecular formula: C8H8N2S3
Method: DFT, ωB97M-V/def2-TZVPD

Geometry as XYZ:
```
21
Properties=species:S:1:pos:R:3
C -3.1529 -0.5244 -0.2597
C -2.7183 0.7709 -0.0514
C -2.2946 -1.6210 -0.2907
C -1.3540 0.9732 0.2356
C -0.9165 -1.3106 -0.2762
C -0.4605 -0.0606 0.1285
C 3.0179 -0.8134 0.0405
C 1.7447 1.3450 -0.5720
N 1.8365 -0.7602 0.6053
N 0.9245 0.2616 0.4015
S 4.0942 -1.9992 0.4144
S 3.1984 0.4631 -1.0499
S 2.0573 2.8864 0.3481
H -4.1359 -0.6726 -0.4586
H -3.4880 1.4547 0.0421
H -2.6053 -2.5865 -0.4165
H -0.9254 1.8914 0.5566
H -0.3677 -2.2357 -0.3910
H 1.0431 1.5305 -1.3144
H 1.4943 -1.4099 1.3312
H 3.0081 2.4171 0.9767
```

spin multiplicity	1
E_tot	-43909.0904	eV
orbital gap	8.626	eV
LUMO level	0.56	eV
SMILES string	S=C1NN(c2ccccc2)[C@@H](S)S1